Computed, not measured: C50H51AsCsIN5O6PS2Se as an isolated structure in a non-equilibrium geometry, with ωB97M-V/def2-TZVPD.

```
119
Properties=species:S:1:pos:R:3:forces:R:3
Cs -0.932022 0.759690 0.390696 -0.378 -0.627 -1.403
C -5.936904 0.377851 -1.879562 -0.027 -0.008 -0.005
C -5.533393 -0.643180 -0.860487 0.083 0.041 -0.036
N -6.432412 -1.107289 -0.032968 -0.064 0.001 0.006
C -6.060469 -2.009998 0.905811 0.028 -0.012 0.017
C -4.777930 -2.481075 1.023836 -0.033 -0.027 0.040
C -4.439688 -3.465178 2.112070 -0.004 0.024 0.058
O -4.005142 -4.745548 1.645868 0.011 -0.009 -0.063
C -3.805036 -2.040708 0.106568 0.155 -0.106 0.037
C -2.430469 -2.526405 0.184776 -0.026 0.058 0.016
N -1.648391 -2.837703 -0.777415 0.187 -0.088 -0.001
C -2.137724 -3.013063 -2.077003 -0.126 0.001 0.017
C -3.117724 -3.980162 -2.314202 -0.003 -0.006 0.030
C -3.529635 -4.281043 -3.599784 -0.024 -0.014 -0.026
C -2.971273 -3.621703 -4.686344 0.023 0.024 0.006
C -2.000437 -2.654041 -4.468809 -0.056 -0.050 -0.024
C -1.591354 -2.358260 -3.179561 0.102 0.128 0.064
I -0.199555 -0.842202 -2.869997 0.115 -0.095 -0.190
C -4.132864 -1.045402 -0.857432 0.005 0.102 -0.030
O -3.293733 -0.504120 -1.627432 -0.093 0.026 -0.041
H -7.014122 0.532319 -1.832658 0.004 0.016 -0.003
H -5.640382 0.059191 -2.881502 0.003 -0.009 0.004
H -5.416529 1.321013 -1.696266 0.002 0.007 0.002
H -6.839482 -2.356458 1.577106 -0.009 -0.003 0.005
H -5.334769 -3.652382 2.707525 0.028 -0.003 -0.003
H -3.677738 -3.044667 2.781520 -0.029 -0.005 -0.023
H -3.101696 -4.649626 1.320426 -0.015 -0.005 0.039
H -1.980970 -2.608946 1.180689 0.001 -0.007 0.011
H -3.551042 -4.485316 -1.459486 -0.018 -0.017 -0.005
H -4.293901 -5.033420 -3.752531 -0.004 -0.003 0.001
H -3.290318 -3.851168 -5.695328 0.001 0.000 -0.005
H -1.564651 -2.116590 -5.300577 0.001 0.001 -0.003
Se -2.480044 1.177015 3.452606 -0.132 0.154 0.368
N -3.721224 1.857851 4.488931 0.087 -0.086 0.065
C -4.276674 2.852564 3.798297 -0.102 0.142 -0.098
C -5.293390 3.721069 4.274065 0.109 -0.124 0.003
C -5.746619 4.677695 3.423086 -0.005 0.070 -0.119
C -5.197690 4.778471 2.108618 -0.109 0.075 0.088
N -4.268431 4.011734 1.619939 0.097 -0.132 0.045
C -3.796342 3.040546 2.456380 -0.145 0.005 0.143
N -2.849005 2.189290 2.074951 -0.057 0.196 0.076
H -5.673208 3.605347 5.280920 0.005 -0.005 0.001
H -6.519466 5.374934 3.720131 0.000 0.000 0.002
H -5.575802 5.555881 1.449123 0.006 -0.004 -0.004
C 6.046673 3.172503 -5.797884 0.000 -0.010 0.002
C 5.115858 2.775645 -4.684641 0.008 -0.006 0.016
C 5.578052 2.063472 -3.587649 -0.022 0.001 -0.012
C 4.724998 1.683545 -2.558818 0.054 -0.014 0.001
C 5.292560 0.908470 -1.393600 0.015 0.010 -0.020
C 3.367264 2.025534 -2.641869 -0.068 -0.020 0.087
C 2.487781 1.616650 -1.524734 0.010 -0.047 0.275
O 1.284801 1.741701 -1.492364 -0.057 0.055 -0.265
C 2.874822 2.744472 -3.746423 0.007 0.004 -0.009
C 1.432165 3.141387 -3.892079 0.001 0.008 0.015
C 3.768032 3.107445 -4.744911 0.019 0.005 -0.005
H 7.086577 2.999763 -5.522099 0.006 0.003 -0.003
H 5.928492 4.227447 -6.049763 0.002 0.005 -0.004
H 5.836918 2.594697 -6.700624 0.003 0.000 -0.008
H 6.628151 1.799031 -3.526245 0.007 -0.003 -0.002
H 6.359015 0.745037 -1.545822 0.000 -0.005 0.005
H 4.815619 -0.066904 -1.284331 0.001 -0.003 0.013
H 5.165616 1.440286 -0.449458 0.003 -0.016 0.009
H 2.993261 1.170862 -0.652636 0.002 0.007 -0.023
H 0.785509 2.267852 -3.975471 -0.006 -0.016 0.005
H 1.310820 3.759456 -4.782542 -0.011 -0.007 0.005
H 1.077648 3.692742 -3.021962 -0.003 -0.001 0.004
H 3.398808 3.669263 -5.596696 -0.009 0.004 -0.005
C -1.402581 5.666860 -0.586749 0.025 0.038 -0.049
As -0.387301 4.328185 0.438343 -0.006 0.016 0.068
C 1.423351 4.966051 0.046025 0.029 0.051 0.009
C -0.591157 5.159062 2.191675 -0.018 -0.008 0.044
H -1.091108 6.684736 -0.340815 0.014 -0.004 0.002
H -2.459075 5.539843 -0.347672 -0.005 0.004 0.000
H -1.265170 5.493149 -1.655798 -0.013 0.021 0.004
H 1.532549 6.030773 0.264634 -0.023 0.000 -0.008
H 1.667011 4.783588 -1.002931 0.005 -0.009 0.014
H 2.099431 4.396250 0.685985 0.012 0.008 0.007
H -0.388551 6.231855 2.142517 0.020 -0.005 -0.038
H 0.091674 4.674167 2.890012 -0.010 -0.024 -0.001
H -1.613473 4.996322 2.534675 0.005 0.013 0.011
C 5.053661 -1.045034 4.000541 0.014 -0.012 0.019
C 4.702690 -2.371681 3.753145 0.010 0.024 0.018
C 3.745670 -2.661379 2.800160 0.024 0.000 -0.057
C 3.146156 -1.632666 2.065049 0.021 -0.197 0.013
C 3.493351 -0.315969 2.327525 -0.039 0.011 0.039
C 4.443163 -0.020793 3.301604 0.002 0.022 0.019
P 1.839977 -1.964736 0.833695 0.028 0.394 -0.086
C 2.632512 -3.150237 -0.312696 -0.225 -0.111 0.016
C 4.008791 -3.338533 -0.401219 0.026 0.006 0.053
C 4.549007 -4.144930 -1.395690 0.016 0.003 -0.006
C 3.721466 -4.776457 -2.310838 -0.017 -0.022 -0.033
C 2.346323 -4.587750 -2.237722 0.011 -0.019 -0.025
C 1.807086 -3.773161 -1.256982 0.014 0.047 0.028
C 0.692677 -2.956397 1.864221 0.072 0.112 0.079
C 0.157104 -2.250520 2.950537 0.054 -0.005 -0.009
C -0.772446 -2.855329 3.780647 -0.046 -0.019 0.029
C -1.188884 -4.160368 3.537514 0.006 0.008 0.016
C -0.651550 -4.863062 2.468987 0.009 -0.002 -0.010
C 0.289070 -4.264477 1.637098 -0.020 -0.047 -0.011
H 5.777503 -0.815330 4.774080 0.002 0.000 -0.007
H 5.159206 -3.172259 4.324457 -0.004 0.004 -0.004
H 3.445466 -3.689103 2.624927 0.004 -0.008 -0.002
H 2.966897 0.499850 1.845295 0.003 0.036 -0.012
H 4.629611 1.018961 3.536905 -0.006 0.009 -0.003
H 4.660174 -2.851886 0.314467 0.017 -0.015 -0.020
H 5.622664 -4.280801 -1.452761 0.007 0.009 0.009
H 4.144782 -5.404541 -3.085505 0.002 -0.004 -0.004
H 1.690256 -5.059420 -2.959299 -0.002 -0.004 -0.004
H 0.736673 -3.595746 -1.222177 -0.009 -0.013 -0.009
H 0.485645 -1.233488 3.163451 -0.025 0.007 -0.004
H -1.171400 -2.300309 4.621265 0.008 0.006 0.001
H -1.932406 -4.626542 4.172629 0.003 0.001 0.001
H -0.964927 -5.883447 2.278878 -0.004 -0.001 0.000
H 0.699071 -4.826178 0.808576 0.002 -0.006 -0.030
O -0.162385 2.537015 4.344283 -0.162 0.090 0.070
S 0.946836 1.763178 3.759832 0.303 -0.053 -0.134
O 1.361935 0.653713 4.624945 0.039 0.099 -0.061
O 0.496675 1.209029 2.435334 0.377 0.080 0.859
S 2.496514 3.022782 3.362963 -0.106 -0.119 0.055
```
Forces are in eV/Å.

Output
ΔE to the lowest compared entry with this formula, charge and spin = 51.33 kJ/mol
Charge = -2
Multiplicity = 1
Frontier orbital gap = 5.43 eV


Computed, not measured: an isolated molecule of C2H3N5O in a non-equilibrium geometry, with ωB97M-V/def2-TZVPD.

```
11
Properties=species:S:1:pos:R:3:forces:R:3
H 3.066026 -0.390248 0.901821 0.911 -1.160 1.293
N 2.546312 0.150509 0.274733 -4.093 0.395 -0.390
C 1.258734 -0.021283 0.457659 1.919 2.580 -3.109
N 0.521606 -0.804180 1.267173 -2.701 -1.071 2.162
N -0.790631 -0.940546 1.259998 2.031 0.630 -2.530
N -1.530848 -0.532003 0.117450 3.763 0.845 0.322
C -0.783436 0.281720 -0.707722 -3.772 0.443 0.985
O -1.543994 0.752028 -1.784046 2.796 -0.492 1.620
N 0.397511 0.860244 -0.380078 -0.639 -1.284 -1.705
H -2.328932 0.196543 -1.757560 -0.424 -0.124 0.058
H 0.755428 1.476690 -1.146468 0.208 -0.762 1.292
```
Forces are in eV/Å.

Output
SMILES = [H]/N=c1\nnnc(O)[nH]1
ΔE to the lowest compared entry with this formula, charge and spin = 298.15 kJ/mol
Multiplicity = 1
Frontier orbital gap = 8.58 eV


Computed, not measured: an isolated molecule of C5H9NO, with ωB97M-V/def2-TZVPD.

```
16
Properties=species:S:1:pos:R:3:forces:R:3
C 0.594914 -1.543354 0.647449 -0.044 0.041 -0.001
C 0.657190 -0.842164 -0.690197 0.222 -0.033 0.042
N -0.609525 -0.524529 -1.352108 -0.109 -0.066 -0.282
C 0.260249 0.570443 -0.936112 0.054 0.240 0.045
C -0.268606 1.560420 0.090564 0.122 0.070 0.052
C -0.900912 0.976176 1.332864 0.074 0.092 0.156
O -0.505601 1.216650 2.449133 -0.201 -0.116 -0.382
H -0.429591 -1.557360 1.022264 0.081 0.004 -0.003
H 0.923470 -2.581878 0.552853 -0.037 0.112 -0.022
H 1.226208 -1.050273 1.389632 0.004 -0.062 -0.034
H 1.463068 -1.189384 -1.337242 -0.112 0.057 0.072
H -0.557333 -0.667816 -2.356550 -0.041 -0.024 0.143
H 0.829480 1.073648 -1.722469 -0.148 -0.125 0.152
H -1.041622 2.174674 -0.398539 0.128 -0.120 0.057
H 0.536463 2.230979 0.414967 -0.125 -0.143 -0.053
H -1.787306 0.329750 1.164846 0.133 0.075 0.056
```
Forces are in eV/Å.

Output
SMILES = C[C@H]1N[C@H]1CC=O
ΔE to the lowest compared entry with this formula, charge and spin = 202.28 kJ/mol
Multiplicity = 1
Frontier orbital gap = 10.56 eV